[1]
Entry from the OMol25 dataset: C54H42IrOP2S as an isolated structure (ωB97M-V/def2-TZVPD).

The geometry in XYZ format:
```
101
C54H42IrOP2S, DFT ωB97M-V/def2-TZVPD
Ir 1.1114 1.2529 -0.0589
O 0.4875 0.6462 -1.9147
S -0.7782 -0.2693 -1.7019
C -0.5264 -1.7015 -2.6278
C -1.2844 -2.0613 -3.7414
C -1.1632 -3.3050 -4.3436
C -0.2708 -4.2138 -3.7856
C 0.0661 -5.6087 -4.1940
C 1.1227 -6.0790 -3.1715
C 1.2931 -4.9209 -2.2437
C 2.0940 -4.7464 -1.1294
C 2.0471 -3.5193 -0.4799
C 1.2247 -2.4340 -0.8443
P 1.7735 -0.9752 0.1704
C 1.8752 -1.5023 1.8810
C 2.7530 -0.8240 2.7331
C 2.9667 -1.2873 4.0196
C 2.2838 -2.4097 4.4728
C 1.3621 -3.0477 3.6508
C 1.1543 -2.5996 2.3564
C 3.4331 -0.7812 -0.5204
C 4.5912 -1.0126 0.2262
C 5.8342 -0.8919 -0.3781
C 5.9306 -0.5540 -1.7236
C 4.7787 -0.3593 -2.4791
C 3.5327 -0.4771 -1.8863
C 0.3901 -2.6059 -1.9905
C 0.4717 -3.8542 -2.6415
C -2.1240 0.6548 -2.2810
C -2.4486 0.9536 -3.6108
C -3.6581 1.5500 -3.9383
C -4.5632 1.8316 -2.9086
C -5.9458 2.3970 -2.9324
C -6.3877 2.4300 -1.4520
C -5.2007 1.9546 -0.6857
C -4.9521 1.8077 0.6791
C -3.6834 1.4195 1.0796
C -2.6305 1.0861 0.1943
P -0.9590 1.1837 1.0393
C -1.1113 0.0708 2.4348
C -0.2847 0.2710 3.5441
C -0.4803 -0.4780 4.6907
C -1.4695 -1.4551 4.7247
C -2.2447 -1.7060 3.6002
C -2.0678 -0.9473 2.4539
C -1.2120 2.9054 1.5809
C -1.4242 3.8443 0.5631
C -1.6665 5.1690 0.8767
C -1.7060 5.5697 2.2105
C -1.5210 4.6376 3.2225
C -1.2794 3.3035 2.9142
C -2.9296 1.0858 -1.1963
C -4.1803 1.5996 -1.5809
H -2.0043 -1.3659 -4.1443
H -1.7590 -3.5488 -5.2130
H 0.4380 -5.6266 -5.2217
H -0.8300 -6.2348 -4.1891
H 2.0738 -6.3293 -3.6475
H 0.8114 -6.9728 -2.6267
H 2.7602 -5.5198 -0.7709
H 2.7214 -3.4001 0.3600
H 3.2955 0.0462 2.3822
H 3.6741 -0.7838 4.6657
H 2.4674 -2.7853 5.4713
H 0.8190 -3.9109 4.0125
H 0.4551 -3.1236 1.7174
H 4.5372 -1.3037 1.2663
H 6.7304 -1.0812 0.1981
H 6.9034 -0.4665 -2.1895
H 4.8552 -0.1300 -3.5340
H 2.6440 -0.3520 -2.4923
H -1.7505 0.7010 -4.3995
H -3.8988 1.7606 -4.9727
H -6.6084 1.7949 -3.5594
H -5.9399 3.3943 -3.3827
H -7.2456 1.7765 -1.2625
H -6.7036 3.4228 -1.1206
H -5.7078 2.0385 1.4188
H -3.4774 1.4091 2.1431
H 0.4954 1.0240 3.5243
H 0.1340 -0.2981 5.5633
H -1.6299 -2.0276 5.6292
H -3.0004 -2.4801 3.6223
H -2.6948 -1.1364 1.5913
H -1.4068 3.5402 -0.4803
H -1.8313 5.8934 0.0895
H -1.8973 6.6057 2.4577
H -1.5771 4.9451 4.2584
H -1.1677 2.5904 3.7169
C 3.7088 2.4821 1.3278
C 2.6718 3.2034 1.9058
C 1.7055 3.8106 1.1042
C 1.7499 3.6610 -0.2876
C 2.7802 2.9037 -0.8666
C 3.7673 2.3292 -0.0549
H 4.4934 2.0639 1.9468
H 2.6377 3.3442 2.9791
H 0.9289 4.4064 1.5623
H 1.0311 4.1586 -0.9260
H 2.8408 2.8026 -1.9432
H 4.5762 1.7721 -0.5060
```

## Properties
**Spin multiplicity**: 2
**Orbital gap (spin up / spin down)**: 5.67 / 3.69 eV
**E_LUMO (spin up / spin down)**: -11.94 / -13.90 eV
**Net charge**: +4

***

[2]
Entry from the OMol25 dataset: an isolated ion of composition C3H4N3 and charge +1 in a non-equilibrium geometry (ωB97M-V/def2-TZVPD).

The geometry in XYZ format:
```
10
C3H4N3, DFT ωB97M-V/def2-TZVPD
N -1.8468 -0.6123 0.1201
C -0.0786 -0.5896 -0.0726
C 0.3023 0.7834 -0.1903
C 1.6296 0.8042 0.2213
N 1.9214 -0.4985 0.2360
N 0.9471 -1.2694 0.4343
H -2.2770 -1.4833 0.4866
H -2.2610 -0.2868 -0.7727
H -0.5246 1.4461 -0.5111
H 2.1877 1.7063 0.0484
```

## Properties
**Spin multiplicity**: 1
**Orbital gap (spin up / spin down)**: 7.07 / 7.55 eV
**Energy above the lowest of the compared OMol25 structures with the same formula, charge and spin**: 4.6757 eV
**SMILES string**: [NH2+]=C1C=CN=N1
**E_LUMO (spin up / spin down)**: -9.02 / -8.46 eV
**Net charge**: +1